1.
{
  "formula": "C4H9O2",
  "method": "ωB97M-V/def2-TZVPD",
  "species": ["C", "C", "O", "O", "H", "H", "H", "C", "C", "H", "H", "H", "H", "H", "H"],
  "xyz": [[0.998, 1.204, 1.839], [-0.041, 0.422, 2.581], [0.202, -0.061, 3.693], [-1.175, 0.308, 2.011], [1.273, 0.495, 1.116], [1.922, 1.566, 2.416], [0.493, 2.015, 1.396], [-0.159, -0.628, -1.176], [-0.768, -0.747, -2.579], [0.799, -0.027, -1.251], [-0.785, -0.378, -0.320], [0.066, -1.571, -0.841], [-0.755, 0.106, -3.177], [-1.771, -1.150, -2.566], [-0.298, -1.556, -3.141]],
  "nbo_charge": [-0.725, 0.742, -0.777, -0.828, 0.207, 0.182, 0.206, -0.638, -0.603, 0.189, 0.277, 0.198, 0.191, 0.194, 0.183],
  "de_lowest_kcal_mol": 19.1,
  "lumo_energy_ha": 0.137,
  "homo_lumo_gap_ev": 7.24,
  "max_force_ha_per_bohr": 0.057,
  "e_tot_ha": -308.3145,
  "total_charge": -1
}

---

2.
{
  "formula": "C4H9O2",
  "method": "ωB97M-V/def2-TZVPD",
  "species": ["C", "O", "C", "C", "C", "O", "H", "H", "H", "H", "H", "H", "H", "H", "H"],
  "xyz": [[1.733, -0.632, 0.584], [2.486, 0.484, 0.110], [0.231, -0.905, 0.026], [-0.508, 0.484, 0.204], [-1.903, 0.464, -0.641], [0.332, 1.521, -0.397], [1.566, -0.501, 1.659], [2.321, -1.553, 0.464], [0.292, -1.082, -1.077], [-0.422, -1.684, 0.442], [-0.709, 0.804, 1.240], [-1.695, 0.958, -1.610], [-2.705, 0.929, -0.110], [-2.251, -0.579, -0.865], [1.232, 1.291, -0.029]],
  "nbo_charge": [-0.053, -0.934, -0.470, 0.109, -0.639, -0.805, 0.098, 0.115, 0.184, 0.178, 0.140, 0.218, 0.183, 0.179, 0.496],
  "smiles": "C[C@H](O)CC[O-]",
  "de_lowest_kcal_mol": 54.2,
  "lumo_energy_ha": 0.157,
  "homo_lumo_gap_ev": 7.18,
  "max_force_ha_per_bohr": 0.055,
  "e_tot_ha": -308.2585,
  "total_charge": -1
}

---

3.
{
  "formula": "C4H9O2",
  "method": "ωB97M-V/def2-TZVPD",
  "species": ["C", "C", "C", "C", "O", "O", "H", "H", "H", "H", "H", "H", "H", "H", "H"],
  "xyz": [[-0.883, 0.505, 0.007], [-0.412, 1.863, -0.040], [2.213, -0.311, 0.080], [-1.853, -1.736, 0.079], [1.100, -0.950, -0.239], [-1.841, -0.232, 0.019], [-1.059, 2.735, -0.536], [-0.271, 2.121, 0.925], [0.563, 1.951, -0.654], [2.362, 0.128, 1.036], [2.532, 0.505, -0.555], [3.066, -0.885, -0.215], [-2.075, -1.826, 1.196], [-2.576, -1.964, -0.679], [-0.867, -1.904, -0.424]],
  "nbo_charge": [0.820, -0.808, -0.320, -0.240, -0.375, -0.384, 0.307, 0.294, 0.310, 0.174, 0.195, 0.273, 0.259, 0.236, 0.259],
  "de_lowest_kcal_mol": 135.0,
  "lumo_energy_ha": [-0.200, -0.206],
  "homo_lumo_gap_ev": [9.28, 8.28],
  "max_force_ha_per_bohr": 0.109,
  "e_tot_ha": -307.7766,
  "total_charge": 1
}

---

4.
{
  "formula": "C4H9O3",
  "method": "ωB97M-V/def2-TZVPD",
  "species": ["C", "C", "O", "H", "H", "H", "H", "H", "H", "C", "C", "O", "O", "H", "H", "H"],
  "xyz": [[-0.884, -0.315, 0.850], [-1.689, 0.050, 2.131], [0.453, -0.443, 1.166], [-1.188, -1.341, 0.450], [-0.956, 0.370, 0.011], [-1.426, 1.179, 2.244], [0.802, -0.789, 0.371], [-1.219, -0.407, 2.981], [-2.749, 0.020, 2.049], [1.488, 0.880, -1.566], [0.966, -0.553, -2.036], [0.315, -0.409, -3.090], [1.005, -1.539, -1.337], [1.797, 0.826, -0.515], [0.770, 1.586, -1.651], [2.514, 0.885, -2.059]],
  "nbo_charge": [-0.056, -0.633, -0.764, 0.153, 0.163, 0.185, 0.506, 0.213, 0.200, -0.761, 0.773, -0.794, -0.781, 0.188, 0.204, 0.204],
  "de_lowest_kcal_mol": 32.8,
  "lumo_energy_ha": 0.141,
  "homo_lumo_gap_ev": 7.83,
  "max_force_ha_per_bohr": 0.127,
  "e_tot_ha": -383.5543,
  "total_charge": -1
}

---

5.
{
  "formula": "C4H9O4",
  "method": "ωB97M-V/def2-TZVPD",
  "species": ["O", "C", "O", "C", "C", "C", "O", "H", "H", "H", "H", "H", "H", "H", "H", "H", "O"],
  "xyz": [[0.815, 0.867, 1.443], [-0.160, 0.096, 1.592], [-0.691, -0.156, 2.668], [-0.541, -0.736, 0.403], [0.515, -1.208, -0.616], [-0.116, -1.258, -2.123], [1.582, -0.402, -0.598], [-1.145, -1.671, 0.615], [-1.300, -0.106, -0.077], [0.917, -2.262, -0.353], [-0.505, -0.172, -2.258], [-0.964, -1.996, -2.097], [0.673, -1.697, -2.648], [1.421, 0.341, 0.131], [-0.904, 3.355, 1.083], [0.464, 3.104, 1.616], [-0.060, 3.901, 1.220]],
  "nbo_charge": [-0.801, 0.758, -0.727, -0.559, 0.160, -0.647, -0.793, 0.207, 0.198, 0.114, 0.208, 0.181, 0.203, 0.506, 0.462, 0.507, -0.977],
  "de_lowest_kcal_mol": 29.6,
  "lumo_energy_ha": 0.145,
  "homo_lumo_gap_ev": 8.83,
  "max_force_ha_per_bohr": 0.086,
  "e_tot_ha": -458.8203,
  "total_charge": -1
}

---

6.
{
  "formula": "C4H9OP",
  "method": "ωB97M-V/def2-TZVPD",
  "species": ["C", "C", "C", "C", "O", "P", "H", "H", "H", "H", "H", "H", "H", "H", "H"],
  "xyz": [[2.308, -0.728, 0.239], [1.734, 0.324, -0.290], [-1.438, -1.027, 0.696], [-1.382, 0.176, -0.173], [-0.338, 2.630, -0.620], [-0.357, 1.469, 0.550], [3.173, -1.229, -0.291], [1.911, -1.260, 1.131], [2.075, 0.808, -1.224], [-1.189, -0.854, 1.803], [-2.460, -1.439, 0.666], [-0.793, -1.915, 0.441], [-2.400, 0.611, -0.422], [-1.150, 0.012, -1.185], [0.307, 2.422, -1.322]],
  "nbo_charge": [-0.482, -0.371, -0.634, -0.822, -1.005, 1.108, 0.200, 0.205, 0.169, 0.214, 0.222, 0.226, 0.236, 0.237, 0.498],
  "de_lowest_kcal_mol": 51.1,
  "lumo_energy_ha": 0.016,
  "homo_lumo_gap_ev": 9.03,
  "max_force_ha_per_bohr": 0.064,
  "e_tot_ha": -574.2971,
  "total_charge": 0
}

---

7.
{
  "formula": "C4H9OS",
  "method": "ωB97M-V/def2-TZVPD",
  "species": ["C", "C", "C", "C", "O", "S", "H", "H", "H", "H", "H", "H", "H", "H", "H"],
  "xyz": [[1.059, -2.318, -1.105], [-0.048, -1.272, -0.070], [0.098, 0.872, 1.748], [-1.047, 1.271, -0.867], [1.563, 0.736, -0.517], [0.282, 0.411, 0.009], [0.795, -3.350, -1.148], [1.915, -1.804, -1.487], [-0.930, -1.743, 0.302], [0.577, 1.837, 1.902], [0.594, 0.125, 2.361], [-0.958, 0.919, 1.985], [-1.054, 2.311, -0.552], [-1.993, 0.792, -0.629], [-0.853, 1.213, -1.933]],
  "nbo_charge": [-0.085, -0.562, -0.829, -0.824, -0.864, 1.823, 0.216, 0.217, 0.250, 0.288, 0.282, 0.264, 0.274, 0.263, 0.287],
  "de_lowest_kcal_mol": 82.4,
  "lumo_energy_ha": [-0.216, -0.181],
  "homo_lumo_gap_ev": [8.34, 9.68],
  "max_force_ha_per_bohr": 0.157,
  "e_tot_ha": -630.7752,
  "total_charge": 1
}

---

8.
{
  "formula": "C4H9P",
  "method": "ωB97M-V/def2-TZVPD",
  "species": ["C", "C", "C", "C", "P", "H", "H", "H", "H", "H", "H", "H", "H", "H"],
  "xyz": [[-0.539, 0.039, -0.402], [-1.129, 0.368, -1.491], [-2.551, -0.148, -1.875], [2.766, -0.412, 2.130], [2.824, -0.640, 0.291], [-0.691, -0.495, 0.456], [3.850, 0.412, -0.046], [-0.779, 1.128, -2.121], [-2.594, -0.672, -2.844], [-3.116, 0.870, -1.985], [-3.011, -0.709, -0.944], [3.517, 0.034, 2.536], [2.234, -1.281, 2.556], [1.905, 0.311, 2.135]],
  "nbo_charge": [-0.078, -0.316, -0.635, -0.938, 0.319, 0.161, -0.063, 0.208, 0.224, 0.214, 0.217, 0.215, 0.236, 0.236],
  "de_lowest_kcal_mol": 100.5,
  "lumo_energy_ha": [-0.016, 0.007],
  "homo_lumo_gap_ev": [7.96, 8.12],
  "max_force_ha_per_bohr": 0.154,
  "e_tot_ha": -498.9434,
  "total_charge": 0
}

---

9.
{
  "formula": "C4H9S",
  "method": "ωB97M-V/def2-TZVPD",
  "species": ["C", "S", "H", "H", "H", "C", "C", "C", "H", "H", "H", "H", "H", "H"],
  "xyz": [[-0.692, 2.202, 1.708], [-1.363, 1.049, 3.027], [-0.948, 2.296, 0.626], [0.387, 2.298, 1.695], [-1.245, 3.099, 2.011], [0.121, -0.334, -0.479], [0.505, -1.700, -0.838], [0.845, -2.235, -2.018], [0.502, 0.101, 0.455], [-0.899, -0.223, -0.057], [0.215, 0.408, -1.278], [0.437, -2.289, 0.091], [1.556, -3.049, -2.064], [0.579, -1.621, -2.879]],
  "nbo_charge": [-0.775, -0.736, 0.158, 0.168, 0.196, -0.715, -0.121, -0.487, 0.277, 0.269, 0.194, 0.190, 0.200, 0.182],
  "de_lowest_kcal_mol": 41.0,
  "lumo_energy_ha": 0.132,
  "homo_lumo_gap_ev": 5.84,
  "max_force_ha_per_bohr": 0.051,
  "e_tot_ha": -555.9391,
  "total_charge": -1
}

---

10.
{
  "formula": "C4H9S",
  "method": "ωB97M-V/def2-TZVPD",
  "species": ["C", "S", "H", "H", "H", "C", "C", "C", "H", "H", "H", "H", "H", "H"],
  "xyz": [[-2.283, -0.362, 0.649], [-1.868, 1.432, 0.334], [-1.398, -0.764, 1.214], [-3.086, -0.556, 1.337], [-2.436, -0.829, -0.337], [0.574, -0.275, -1.197], [1.801, -0.166, -0.236], [1.781, 0.662, 0.813], [0.352, -1.258, -1.684], [-0.326, 0.107, -0.741], [0.780, 0.346, -2.041], [2.739, -0.638, -0.545], [2.610, 1.207, 1.251], [0.761, 1.094, 1.185]],
  "nbo_charge": [-0.744, -0.733, 0.177, 0.178, 0.180, -0.674, -0.186, -0.439, 0.179, 0.278, 0.200, 0.165, 0.177, 0.242],
  "de_lowest_kcal_mol": 29.8,
  "lumo_energy_ha": 0.152,
  "homo_lumo_gap_ev": 6.35,
  "max_force_ha_per_bohr": 0.053,
  "e_tot_ha": -555.9568,
  "total_charge": -1
}

---

11.
{
  "formula": "C4HBiO2",
  "method": "ωB97M-V/def2-TZVPD",
  "species": ["O", "C", "C", "C", "C", "O", "Bi", "H"],
  "xyz": [[-0.391, 1.623, 0.203], [2.345, -0.199, 1.947], [1.489, 0.112, 1.088], [0.607, 0.544, 0.079], [-0.248, -0.280, -0.524], [-0.783, -1.199, -1.074], [-2.435, -2.534, -1.027], [-0.584, 1.934, -0.691]],
  "nbo_charge": [-0.589, 0.229, -0.439, 0.185, 0.731, -0.602, 0.988, 0.498],
  "de_lowest_kcal_mol": 57.6,
  "spin_multiplicity": 2,
  "lumo_energy_ha": [-0.308, -0.304],
  "homo_lumo_gap_ev": [4.03, 3.99],
  "max_force_ha_per_bohr": 0.100,
  "e_tot_ha": -517.4394,
  "total_charge": 1,
  "s_squared": 0.7545
}

---

12.
{
  "formula": "C4HBrClI",
  "method": "ωB97M-V/def2-TZVPD",
  "species": ["C", "C", "C", "C", "Cl", "Br", "I", "H"],
  "xyz": [[-0.279, 0.723, 0.912], [0.968, 0.012, 0.346], [-1.020, 0.143, -0.179], [0.292, -0.528, -0.675], [2.551, -0.013, 0.894], [-2.752, 0.079, -0.774], [0.707, -1.785, -2.262], [-0.467, 1.368, 1.737]],
  "nbo_charge": [-0.232, -0.087, -0.139, -0.252, 0.089, 0.172, 0.217, 0.232],
  "smiles": "ClC1=CC(Br)=C1I",
  "de_lowest_kcal_mol": 13.4,
  "lumo_energy_ha": [-0.019, -0.015],
  "homo_lumo_gap_ev": [7.22, 7.49],
  "max_force_ha_per_bohr": 0.085,
  "e_tot_ha": -3484.7798,
  "total_charge": 0
}

---

13.
{
  "formula": "C4HBrO2",
  "method": "ωB97M-V/def2-TZVPD",
  "species": ["C", "C", "C", "C", "O", "O", "Br", "H"],
  "xyz": [[-0.217, -0.861, 0.049], [-3.356, -0.101, 1.144], [0.571, -1.874, 0.234], [-1.459, -0.640, 0.684], [1.540, -2.495, 0.272], [-2.142, 0.540, 0.584], [-4.552, -0.059, -0.276], [0.355, -0.218, -0.601]],
  "nbo_charge": [-0.667, 0.127, 0.838, 0.305, -0.375, -0.550, 0.041, 0.280],
  "de_lowest_kcal_mol": 101.8,
  "lumo_energy_ha": -0.020,
  "homo_lumo_gap_ev": 8.42,
  "max_force_ha_per_bohr": 0.072,
  "e_tot_ha": -2877.2737,
  "total_charge": 0
}

---

14.
{
  "formula": "C4HCl3",
  "method": "ωB97M-V/def2-TZVPD",
  "species": ["C", "C", "C", "C", "Cl", "Cl", "Cl", "H"],
  "xyz": [[-1.923, 0.563, -2.200], [-1.424, 0.126, -1.237], [-0.167, 0.061, 0.625], [1.119, -0.395, 0.376], [-0.512, 1.697, 1.144], [1.315, -2.141, 0.229], [2.372, 0.751, -0.033], [-0.780, -0.662, 1.096]],
  "nbo_charge": [-0.037, -0.237, -0.321, 0.012, 0.066, 0.118, 0.136, 0.264],
  "de_lowest_kcal_mol": 152.7,
  "lumo_energy_ha": [-0.131, -0.131],
  "homo_lumo_gap_ev": [6.15, 6.15],
  "max_force_ha_per_bohr": 0.188,
  "e_tot_ha": -1533.2388,
  "total_charge": 0
}

---

15.
{
  "formula": "C4HClFN",
  "method": "ωB97M-V/def2-TZVPD",
  "species": ["C", "C", "C", "C", "H", "N", "F", "Cl"],
  "xyz": [[0.962, 0.591, 0.530], [-0.338, -0.134, 0.253], [-1.446, -0.654, 0.171], [-2.724, -1.223, 0.040], [0.772, 1.440, 1.270], [-3.795, -1.684, -0.132], [1.819, -0.279, 1.025], [1.805, 1.257, -0.914]],
  "nbo_charge": [0.152, 0.065, -0.095, 0.216, 0.219, -0.226, -0.308, -0.022],
  "smiles": "N#CC#C[C@@H](F)Cl",
  "de_lowest_kcal_mol": 7.1,
  "lumo_energy_ha": -0.010,
  "homo_lumo_gap_ev": 10.97,
  "max_force_ha_per_bohr": 0.064,
  "e_tot_ha": -767.7384,
  "total_charge": 0
}

---

16.
{
  "formula": "C4HClN2",
  "method": "ωB97M-V/def2-TZVPD",
  "species": ["C", "C", "C", "C", "N", "N", "Cl", "H"],
  "xyz": [[1.789, -0.074, 1.812], [-0.571, -0.062, -1.102], [0.961, -0.121, 0.764], [-1.722, 0.051, -0.386], [2.354, 0.143, 2.804], [0.507, -0.151, -0.349], [-3.116, 0.191, -1.419], [-0.202, 0.022, -2.123]],
  "nbo_charge": [0.125, -0.305, 0.363, -0.138, -0.132, -0.103, -0.027, 0.218],
  "de_lowest_kcal_mol": 88.1,
  "lumo_energy_ha": -0.080,
  "homo_lumo_gap_ev": 6.56,
  "max_force_ha_per_bohr": 0.106,
  "e_tot_ha": -722.5141,
  "total_charge": 0
}

---

17.
{
  "formula": "C4HF3",
  "method": "ωB97M-V/def2-TZVPD",
  "species": ["C", "C", "C", "C", "F", "F", "F", "H"],
  "xyz": [[-1.899, 1.411, 1.354], [-1.356, 0.898, 0.310], [-0.342, 0.516, -0.434], [0.614, -0.717, -0.111], [0.644, -0.832, 1.303], [0.432, -1.892, -0.631], [1.826, -0.346, -0.442], [0.080, 0.963, -1.348]],
  "nbo_charge": [0.225, -0.403, -0.061, 0.942, -0.346, -0.283, -0.308, 0.234],
  "de_lowest_kcal_mol": 2.2,
  "lumo_energy_ha": -0.087,
  "homo_lumo_gap_ev": 8.48,
  "max_force_ha_per_bohr": 0.078,
  "e_tot_ha": -452.4332,
  "total_charge": 0
}

---

18.
{
  "formula": "C4HN3O",
  "method": "ωB97M-V/def2-TZVPD",
  "species": ["C", "C", "C", "C", "H", "N", "N", "N", "O"],
  "xyz": [[-0.600, 0.695, -1.131], [-1.490, 0.012, 0.166], [0.608, -0.581, 0.223], [1.808, -0.669, 1.042], [-2.512, 0.425, 0.317], [-0.686, -0.800, 0.742], [0.790, 0.172, -0.796], [3.004, -0.595, 1.478], [-0.922, 1.341, -2.041]],
  "nbo_charge": [0.621, 0.076, 0.302, 0.221, 0.239, -0.419, -0.397, -0.212, -0.431],
  "smiles": "N#CC1=NC(=O)C=N1",
  "de_lowest_kcal_mol": 44.0,
  "lumo_energy_ha": -0.086,
  "homo_lumo_gap_ev": 8.40,
  "max_force_ha_per_bohr": 0.209,
  "e_tot_ha": -392.4110,
  "total_charge": 0
}